Entry 1:
{
  "formula": "C30H26BrN10O5S5Ta",
  "method": "ωB97M-V/def2-TZVPD",
  "species": ["Ta", "O", "N", "O", "C", "C", "C", "C", "C", "C", "N", "C", "C", "N", "C", "C", "C", "C", "H", "H", "H", "H", "H", "H", "H", "C", "N", "C", "C", "N", "N", "C", "N", "N", "H", "H", "H", "H", "H", "H", "H", "H", "H", "H", "H", "O", "C", "S", "C", "C", "S", "S", "S", "Br", "C", "C", "C", "C", "C", "C", "C", "O", "O", "H", "H", "H", "H", "S", "C", "N", "C", "C", "C", "N", "H", "H", "H", "H"],
  "positions_angstrom": [[0.25, 0.95, -0.55], [2.29, -6.06, -3.53], [1.87, -5.02, -3.98], [1.61, -4.80, -5.14], [1.87, -3.86, -3.06], [2.89, -3.80, -2.18], [2.96, -2.72, -1.24], [4.02, -2.59, -0.33], [4.01, -1.52, 0.53], [2.94, -0.62, 0.49], [1.93, -0.73, -0.36], [1.95, -1.76, -1.24], [0.87, -1.84, -2.18], [-0.08, -0.88, -2.10], [-1.13, -0.99, -2.89], [-1.27, -1.99, -3.85], [-0.29, -2.93, -3.98], [0.82, -2.89, -3.11], [3.65, -4.57, -2.17], [4.82, -3.31, -0.32], [4.80, -1.37, 1.25], [2.93, 0.22, 1.16], [-1.93, -0.27, -2.77], [-2.16, -2.01, -4.47], [-0.36, -3.70, -4.74], [-0.61, 1.32, 4.95], [0.29, 1.47, 3.81], [1.51, 2.27, 3.97], [0.08, 0.82, 2.67], [0.82, 0.97, 1.59], [-0.95, -0.09, 2.67], [-1.49, -0.73, 1.58], [-2.48, -1.58, 1.84], [-1.08, -0.50, 0.35], [-0.36, 2.07, 5.70], [-0.52, 0.34, 5.43], [-1.65, 1.51, 4.65], [1.53, 2.66, 4.99], [1.53, 3.11, 3.28], [2.40, 1.65, 3.83], [1.43, 1.78, 1.70], [-1.43, -0.23, 3.54], [-2.71, -1.85, 2.78], [-2.87, -2.11, 1.06], [-1.58, -1.12, -0.29], [0.89, 6.99, -2.09], [0.86, 5.80, -2.16], [2.26, 4.75, -1.81], [1.41, 3.25, -1.98], [0.09, 3.30, -2.35], [-0.90, 1.89, -2.52], [-0.61, 4.87, -2.55], [2.23, 1.78, -1.53], [-3.13, 2.55, 1.95], [-2.51, 4.33, 1.69], [-3.40, 5.34, 1.99], [-3.00, 6.66, 1.88], [-1.70, 6.97, 1.50], [-0.81, 5.95, 1.23], [-1.20, 4.62, 1.30], [-0.18, 3.61, 0.92], [1.01, 3.76, 1.16], [-0.62, 2.57, 0.23], [-4.41, 5.10, 2.31], [-3.71, 7.45, 2.10], [-1.39, 8.00, 1.42], [0.21, 6.18, 0.94], [-3.12, -2.93, -1.09], [-1.95, -4.13, -1.04], [-2.16, -5.28, -1.77], [-1.29, -6.31, -1.81], [-0.14, -6.23, -1.09], [0.04, -5.06, -0.34], [-0.80, -4.04, -0.32], [-3.03, -5.32, -2.27], [-1.58, -7.16, -2.42], [0.58, -7.03, -1.09], [0.93, -4.94, 0.26]],
  "lowdin_charge": [1.485, 0.103, -0.337, 0.123, -0.076, 0.080, -0.112, 0.045, 0.006, -0.122, -0.062, -0.147, -0.140, -0.038, -0.208, -0.016, 0.044, -0.056, 0.148, 0.140, 0.128, 0.099, 0.063, 0.133, 0.124, -0.012, -0.100, 0.009, -0.395, -0.003, 0.175, -0.462, 0.206, 0.006, 0.102, 0.107, 0.080, 0.101, 0.085, 0.106, 0.050, 0.130, 0.132, 0.005, -0.004, 0.004, -0.963, 1.020, -1.091, -1.108, 0.682, 1.037, 0.697, 0.831, -0.570, -0.113, -0.042, -0.038, -0.006, -0.169, -0.552, 0.045, -0.342, 0.106, 0.120, 0.120, 0.126, 0.712, -0.801, 0.083, -0.023, -0.021, -0.100, 0.085, 0.149, 0.149, 0.122, 0.124],
  "multiplicity": 1,
  "charge": 2,
  "relative_energy_kcal_mol": 21.57,
  "orbital_gap_ev": 6.42,
  "lumo_ev": -6.29,
  "e_homo_ev": -12.710
}

***

Entry 2:
{
  "formula": "C30H26BrN3O4",
  "method": "ωB97M-V/def2-TZVPD",
  "species": ["C", "H", "C", "H", "H", "C", "N", "C", "O", "N", "C", "O", "C", "C", "C", "C", "C", "C", "H", "H", "H", "Br", "H", "C", "C", "C", "C", "C", "C", "C", "H", "H", "H", "C", "H", "H", "H", "H", "H", "C", "C", "O", "N", "C", "O", "C", "H", "C", "C", "C", "C", "C", "C", "C", "H", "H", "H", "H", "H", "H", "H", "H", "H", "H"],
  "positions_angstrom": [[-4.52, 1.33, 1.38], [-5.23, 2.00, 1.86], [-3.25, 2.11, 1.05], [-2.80, 2.46, 1.98], [-3.48, 2.98, 0.43], [-2.19, 1.28, 0.29], [-1.82, 0.08, 1.00], [-0.62, 0.19, 1.61], [-0.11, -0.57, 2.39], [-0.07, 1.44, 1.22], [-0.91, 2.12, 0.36], [-0.70, 3.18, -0.15], [1.21, 1.88, 1.61], [1.44, 3.24, 1.79], [2.71, 3.66, 2.16], [3.74, 2.76, 2.36], [3.49, 1.41, 2.19], [2.24, 0.96, 1.80], [2.05, -0.09, 1.67], [4.28, 0.69, 2.34], [4.72, 3.11, 2.65], [3.03, 5.52, 2.40], [0.65, 3.96, 1.64], [-2.40, -1.13, 0.42], [-1.54, -2.35, 0.58], [-0.19, -2.35, 0.24], [0.59, -3.48, 0.41], [0.00, -4.63, 0.92], [-1.34, -4.65, 1.26], [-2.11, -3.51, 1.10], [-3.15, -3.52, 1.37], [-1.79, -5.55, 1.65], [0.60, -5.52, 1.05], [2.04, -3.47, 0.03], [2.44, -2.47, 0.07], [2.61, -4.12, 0.69], [2.15, -3.85, -0.99], [0.27, -1.46, -0.17], [-3.37, -1.32, 0.90], [-2.67, -0.72, -1.06], [-1.57, -1.12, -2.03], [-1.26, -2.23, -2.37], [-1.01, 0.04, -2.54], [-1.70, 1.19, -2.20], [-1.54, 2.25, -2.72], [-2.68, 0.82, -1.10], [-3.65, 1.25, -1.33], [0.12, 0.04, -3.44], [1.39, 0.28, -2.66], [2.29, -0.75, -2.44], [3.44, -0.53, -1.71], [3.70, 0.73, -1.19], [2.80, 1.76, -1.40], [1.65, 1.54, -2.13], [0.96, 2.35, -2.30], [3.00, 2.74, -0.99], [4.60, 0.91, -0.62], [4.15, -1.33, -1.56], [2.08, -1.73, -2.84], [0.15, -0.92, -3.95], [-0.04, 0.85, -4.17], [-3.60, -1.17, -1.40], [-4.30, 0.52, 2.07], [-4.99, 0.92, 0.49]],
  "lowdin_charge": [-0.073, 0.079, -0.139, 0.130, 0.132, -0.261, 0.099, -0.423, 0.141, 0.155, -0.351, 0.140, -0.169, -0.053, -0.673, -0.129, -0.073, -0.013, 0.111, 0.112, 0.100, 0.736, 0.108, -0.136, -0.169, -0.014, -0.245, -0.038, -0.067, -0.026, 0.111, 0.103, 0.112, -0.038, 0.056, 0.081, 0.087, 0.122, 0.144, -0.049, -0.377, 0.138, 0.079, -0.376, 0.139, -0.047, 0.161, -0.052, -0.196, -0.045, -0.089, -0.090, -0.070, -0.024, 0.110, 0.111, 0.103, 0.104, 0.114, 0.131, 0.139, 0.170, 0.075, 0.073],
  "multiplicity": 1,
  "charge": 0,
  "orbital_gap_ev": 9.43,
  "smiles": "CC[C@@]12C(=O)N(c3cccc(Br)c3)C(=O)N1[C@H](c1cccc(C)c1)[C@@H]1C(=O)N(Cc3ccccc3)C(=O)[C@@H]12",
  "lumo_ev": 0.47,
  "e_homo_ev": -8.964
}